[1]
Density functional theory data (wB97M-V/def2-TZVPD) for C6H24B2O2Rb4 as an isolated structure at a distorted geometry.

CARTESIAN COORDINATES (ANGSTROEM)
H 2.454 -4.676 -1.859
H -4.908 1.292 2.341
C 3.340 -4.478 -1.257
H 0.517 1.356 -1.365
H 3.722 -3.488 -1.505
H -3.610 4.592 3.743
H 4.115 -5.074 -1.739
Rb -3.208 1.284 -2.438
H 4.668 -6.163 0.605
H -3.956 0.653 3.751
H 1.814 -3.367 0.123
H 0.945 0.873 0.261
H -3.893 3.895 1.865
H -3.566 3.376 4.920
H 2.461 -5.743 0.080
H 0.142 -0.235 -0.826
O -3.231 3.211 1.741
H 4.204 -5.171 1.977
B 0.889 0.541 -0.764
H 5.100 -4.360 0.829
C 3.013 -4.812 0.212
C 4.361 -5.159 0.899
Rb 2.629 1.835 -5.038
B -1.387 2.976 -5.365
C -3.222 2.581 2.975
H -2.212 2.226 3.181
H -3.378 0.525 2.157
H -1.011 3.524 -4.515
Rb 4.212 -0.067 1.584
H -0.915 3.305 -6.277
C -3.928 1.202 2.810
Rb 1.908 5.028 0.105
O 2.427 -3.708 0.779
C -3.838 3.534 3.876
H -1.129 1.939 -5.218
H 1.860 0.200 -1.087
H -2.459 3.053 -5.464
H -4.928 3.498 3.901

* net charge: +2
* orbital gap: 0.2245 Eh
* HOMO energy: -12.5 eV

Let us look at the natural (NBO) charges, expressed in e, one per atom:
1 H 0.209
2 H 0.206
3 C -0.654
4 H -0.036
5 H 0.192
6 H 0.219
7 H 0.228
8 Rb 0.996
9 H 0.232
10 H 0.218
11 H 0.478
12 H -0.048
13 H 0.470
14 H 0.237
15 H 0.169
16 H 0.007
17 O -0.730
18 H 0.213
19 B -0.861
20 H 0.188
21 C 0.091
22 C -0.624
23 Rb 0.997
24 B -0.869
25 C 0.081
26 H 0.163
27 H 0.205
28 H -0.058
29 Rb 0.996
30 H -0.001
31 C -0.622
32 Rb 0.998
33 O -0.721
34 C -0.673
35 H -0.060
36 H -0.059
37 H -0.007
38 H 0.227

***

[2]
Density functional theory data (wB97M-V/def2-TZVPD) for a 7-piece molecular cluster, C6H24BrN12O6 overall at a distorted geometry.

CARTESIAN COORDINATES (ANGSTROEM)
O 3.478 -4.257 -2.003
Br 0.045 0.478 -0.064
H 1.868 1.956 3.792
O -4.833 0.481 -5.478
N 1.763 2.337 4.721
N -3.404 3.256 3.682
N -2.515 5.083 4.187
O 6.536 1.567 -2.166
H -1.481 -3.742 -0.584
N -3.133 -3.225 1.034
N -2.886 -0.273 -4.712
H 5.738 0.581 -0.017
H -2.586 3.150 3.099
C 5.470 1.740 -1.598
H 0.312 -0.065 5.664
H -4.160 2.587 3.705
H 4.096 -5.654 -4.204
C 3.233 -4.014 -3.208
C -3.546 4.331 4.303
N 3.652 -4.747 -4.205
H -2.641 -0.727 -5.581
H 4.598 2.593 -3.106
H -3.198 0.936 -2.866
H -3.927 -3.069 1.638
C -3.982 0.504 -4.673
H 3.619 2.133 -1.786
O -4.464 4.637 5.054
H 4.065 1.211 -0.361
N 0.918 0.522 5.109
H 3.467 -4.278 -5.080
C -3.029 -4.381 0.492
C 1.227 1.632 5.670
H 2.400 -2.155 -3.289
H -4.638 1.873 -3.223
N 2.730 -2.962 -3.798
H 2.076 3.278 4.915
H -2.391 -0.500 -3.862
H -1.746 4.839 3.580
N -3.942 1.194 -3.498
H 2.608 -3.000 -4.800
N 5.071 1.199 -0.456
O 1.171 1.881 6.845
O -3.816 -5.265 0.768
H -1.843 -5.457 -0.787
N -2.086 -4.539 -0.445
N 4.541 2.370 -2.122
H -2.587 -2.475 0.634
H -2.442 5.774 4.921
H 0.593 0.661 4.162

* net charge: -1
* orbital gap: 0.2736 Eh
* HOMO energy: -5.5 eV

Let us look at the natural (NBO) charges, expressed in e, one per atom:
1 O -0.664
2 Br -0.996
3 H 0.399
4 O -0.639
5 N -0.830
6 N -0.791
7 N -0.822
8 O -0.699
9 H 0.388
10 N -0.813
11 N -0.862
12 H 0.410
13 H 0.392
14 C 0.740
15 H 0.387
16 H 0.409
17 H 0.407
18 C 0.748
19 C 0.730
20 N -0.815
21 H 0.396
22 H 0.397
23 H 0.395
24 H 0.411
25 C 0.772
26 H 0.380
27 O -0.705
28 H 0.396
29 N -0.809
30 H 0.354
31 C 0.748
32 C 0.742
33 H 0.419
34 H 0.401
35 N -0.817
36 H 0.393
37 H 0.392
38 H 0.379
39 N -0.856
40 H 0.368
41 N -0.835
42 O -0.667
43 O -0.704
44 H 0.410
45 N -0.839
46 N -0.790
47 H 0.399
48 H 0.408
49 H 0.384

***

[3]
Density functional theory data (wB97M-V/def2-TZVPD) for C6H24F18Li2N3O24S6 as an isolated structure at a distorted geometry.

CARTESIAN COORDINATES (ANGSTROEM)
H 2.112 -1.703 -3.379
F 0.511 5.149 3.321
O -2.778 -3.471 1.945
H 0.348 3.331 -2.113
O -0.037 5.921 -0.285
H 3.026 2.951 0.818
O -1.273 -5.243 0.172
F 4.928 -0.572 1.797
F 3.563 -0.034 0.248
H -1.862 -6.439 -3.481
O 5.156 -3.218 1.413
H 2.786 -1.634 -2.005
H -2.048 -0.523 -4.797
H -3.734 -3.371 1.959
O -3.139 1.902 2.368
H 1.270 -3.202 1.768
F 0.115 10.630 3.800
N 4.181 -3.121 -0.934
F -0.981 10.770 1.942
O -2.318 0.422 -0.343
H 2.495 1.689 3.492
F 0.279 1.112 1.070
F -4.724 -2.444 -2.468
H -5.370 -1.341 2.684
O -1.011 -6.025 -3.306
O -1.776 -3.598 -2.309
C -0.239 -0.093 1.126
H -3.015 1.460 1.521
S 3.704 -4.716 -0.998
F 1.407 -5.716 -1.688
N -0.300 7.722 1.405
O 2.172 -1.153 -2.589
F -1.479 5.464 2.530
H -3.342 2.817 2.152
Li -1.098 -3.448 0.776
F -1.073 -0.181 2.162
O 0.383 -3.433 2.126
H -2.125 -3.638 -5.125
F -1.564 9.305 3.442
O 2.813 -2.672 1.177
O 1.866 6.416 1.139
C 4.576 -0.866 0.546
H -1.722 -6.015 0.526
C -0.526 9.906 2.872
O 3.390 -5.389 0.215
H 0.508 -3.506 3.075
H -0.758 -5.566 -0.579
H -0.812 -4.124 -4.529
F 0.744 -0.978 1.259
H 1.431 2.946 -1.093
O 0.753 2.559 -1.701
Li 1.623 0.803 -2.509
N -1.494 -1.963 -0.441
C 2.088 -4.582 -1.867
C -3.970 -2.534 -1.399
H 1.044 2.159 3.595
F -4.357 -1.602 -0.517
C -0.220 5.155 2.218
O -1.506 -0.222 -5.539
F -4.115 -3.739 -0.838
S 0.688 8.726 2.164
H -1.195 -5.355 -2.631
F 2.265 -4.390 -3.171
S -2.204 -2.299 -1.900
O 1.809 2.163 3.010
H -4.465 -0.960 1.503
F -0.231 3.908 1.688
O 4.587 -5.353 -1.906
H 1.529 2.793 0.994
O -1.174 -3.523 -5.193
O -0.214 -0.056 -1.477
O 1.268 8.179 3.356
S 4.138 -2.667 0.587
O -4.764 -0.663 2.370
S -1.148 -0.394 -0.436
H -1.858 0.646 -5.757
H -2.471 -2.962 2.708
O -2.217 -1.260 -2.857
F 1.391 -3.566 -1.376
F 5.576 -0.621 -0.283
O 2.188 3.276 0.478
O 1.546 9.500 1.309
S 0.449 6.367 0.990

* net charge: -1
* orbital gap: 0.2768 Eh
* HOMO energy: -6.8 eV

Let us look at the Löwdin charges, expressed in e, one per atom:
1 H 0.063
2 F 0.146
3 O -0.079
4 H 0.062
5 O -0.303
6 H 0.061
7 O -0.080
8 F 0.134
9 F 0.121
10 H 0.052
11 O -0.254
12 H 0.018
13 H -0.005
14 H 0.048
15 O -0.060
16 H 0.005
17 F 0.116
18 N -0.286
19 F 0.109
20 O -0.256
21 H 0.056
22 F 0.160
23 F 0.175
24 H 0.035
25 O -0.052
26 O -0.289
27 C -0.674
28 H -0.011
29 S 0.603
30 F 0.137
31 N -0.297
32 O -0.096
33 F 0.128
34 H 0.038
35 Li 0.628
36 F 0.154
37 O -0.101
38 H 0.030
39 F 0.133
40 O -0.329
41 O -0.287
42 C -0.670
43 H 0.075
44 C -0.680
45 O -0.264
46 H 0.065
47 H 0.036
48 H -0.005
49 F 0.130
50 H 0.017
51 O -0.116
52 Li 0.782
53 N -0.335
54 C -0.681
55 C -0.665
56 H 0.057
57 F 0.126
58 C -0.657
59 O -0.063
60 F 0.135
61 S 0.572
62 H -0.023
63 F 0.150
64 S 0.642
65 O -0.036
66 H 0.001
67 F 0.094
68 O -0.263
69 H -0.005
70 O -0.058
71 O -0.329
72 O -0.301
73 S 0.589
74 O -0.039
75 S 0.616
76 H 0.030
77 H 0.064
78 O -0.243
79 F 0.126
80 F 0.154
81 O -0.047
82 O -0.288
83 S 0.555

***

[4]
Density functional theory data (wB97M-V/def2-TZVPD) for a 6-piece molecular cluster, C6H24N12O6 overall at a distorted geometry.

CARTESIAN COORDINATES (ANGSTROEM)
H -31.063 8.445 18.415
N -26.900 10.678 16.595
H -30.790 5.582 23.136
H -32.223 13.483 17.169
H -28.559 14.846 20.883
H -31.936 13.814 20.550
H -29.316 14.500 17.287
N -31.976 13.612 19.561
H -28.778 13.187 20.168
O -28.272 15.866 18.662
N -25.938 11.523 14.921
H -27.772 10.664 17.105
H -30.047 8.796 20.568
H -26.292 9.871 16.594
H -28.794 6.100 23.984
N -28.502 6.370 23.056
N -32.315 12.632 17.706
H -25.247 10.797 15.049
H -30.668 10.082 17.491
O -29.061 10.917 18.584
H -30.489 10.246 15.783
N -30.977 9.829 16.563
C -32.244 12.458 18.969
N -31.571 8.017 17.654
C -28.799 14.828 19.019
H -28.531 8.496 20.211
N -28.132 9.173 19.577
N -30.128 9.649 20.033
C -26.776 11.706 15.831
N -30.695 6.316 22.450
H -27.211 9.196 19.162
H -30.980 10.136 19.792
H -31.834 7.043 17.682
H -27.622 6.683 22.670
O -32.425 11.376 19.545
C -29.093 9.981 19.354
H -31.409 6.765 21.894
C -29.428 6.569 22.134
O -27.579 12.556 15.659
O -29.299 7.093 21.056
N -29.172 13.971 18.135
H -29.509 13.033 18.302
O -31.660 8.073 15.389
N -28.859 14.194 20.173
H -32.382 11.698 17.327
C -31.413 8.595 16.483
H -31.601 14.250 18.873
H -25.915 12.131 14.116

* net charge: 0
* orbital gap: 0.3281 Eh
* HOMO energy: -9.0 eV

Let us look at the natural (NBO) charges, expressed in e, one per atom:
1 H 0.386
2 N -0.852
3 H 0.386
4 H 0.409
5 H 0.394
6 H 0.414
7 H 0.401
8 N -0.824
9 H 0.413
10 O -0.674
11 N -0.798
12 H 0.432
13 H 0.402
14 H 0.376
15 H 0.417
16 N -0.826
17 N -0.826
18 H 0.362
19 H 0.387
20 O -0.759
21 H 0.415
22 N -0.842
23 C 0.768
24 N -0.832
25 C 0.740
26 H 0.414
27 N -0.829
28 N -0.860
29 C 0.733
30 N -0.834
31 H 0.409
32 H 0.445
33 H 0.406
34 H 0.426
35 O -0.739
36 C 0.756
37 H 0.426
38 C 0.783
39 O -0.677
40 O -0.731
41 N -0.835
42 H 0.418
43 O -0.690
44 N -0.863
45 H 0.426
46 C 0.750
47 H 0.385
48 H 0.408

***

[5]
Density functional theory data (wB97M-V/def2-TZVPD) for a 6-piece molecular cluster, C6H24O6 overall at a distorted geometry.

CARTESIAN COORDINATES (ANGSTROEM)
O 2.070 2.271 3.076
H -0.522 -1.737 1.333
H 2.556 1.854 2.360
H 0.815 3.851 3.358
H 3.242 0.549 -3.573
H 2.027 0.057 -1.588
C -0.031 -0.522 -3.346
H 1.737 -2.160 1.498
C -0.985 1.045 0.123
H 4.522 1.034 -2.433
H -3.867 -1.043 2.574
H -5.652 -0.339 1.204
C 0.987 -2.948 1.413
H -1.510 1.598 -0.661
O -1.391 -0.312 0.196
H -0.554 0.386 -3.033
H 2.247 4.223 2.373
O 2.729 0.724 -1.558
H 0.053 1.032 -0.228
H 0.669 -0.294 -4.144
H -0.991 1.526 1.100
H -0.015 -1.067 -1.493
O 0.620 -1.104 -2.219
H 3.991 -0.655 -2.483
C -4.756 -0.846 0.832
H 0.967 -3.343 0.389
H -0.784 -1.203 -3.753
O -0.308 -2.545 1.816
H -4.517 -0.370 -0.116
H 1.302 -3.786 2.037
C 1.487 3.467 2.595
C 3.662 0.382 -2.578
H 0.910 3.304 1.678
O -3.652 -0.682 1.710
H -4.981 -1.902 0.676
H -2.081 -0.445 0.865

* net charge: 0
* orbital gap: 0.3832 Eh
* HOMO energy: -9.9 eV

Let us look at the natural (NBO) charges, expressed in e, one per atom:
1 O -0.722
2 H 0.481
3 H 0.469
4 H 0.180
5 H 0.154
6 H 0.487
7 C -0.249
8 H 0.162
9 C -0.259
10 H 0.178
11 H 0.487
12 H 0.170
13 C -0.250
14 H 0.166
15 O -0.792
16 H 0.168
17 H 0.161
18 O -0.756
19 H 0.180
20 H 0.185
21 H 0.183
22 H 0.492
23 O -0.749
24 H 0.165
25 C -0.250
26 H 0.159
27 H 0.169
28 O -0.742
29 H 0.190
30 H 0.177
31 C -0.244
32 C -0.246
33 H 0.157
34 O -0.748
35 H 0.174
36 H 0.513

***

[6]
Density functional theory data (wB97M-V/def2-TZVPD) for a 5-piece molecular cluster, C6H25N2O4 overall at a distorted geometry.

CARTESIAN COORDINATES (ANGSTROEM)
H -0.407 -1.745 -3.237
O -3.674 0.890 0.233
H -3.766 1.425 1.071
H -4.225 0.083 0.329
H 2.676 1.430 -2.160
H 0.195 1.440 2.772
H 1.471 -0.788 1.583
C 0.026 -1.467 -1.282
H 0.521 1.948 -1.484
H -1.695 -3.244 2.041
O 1.001 1.728 3.183
O -2.255 -2.542 1.701
H 2.684 1.163 -0.611
H -0.226 -0.013 -2.799
H -1.899 1.422 0.282
H -1.663 0.523 -1.177
H -0.139 2.973 -0.363
N 0.759 -0.522 -0.426
H 3.641 -2.267 0.466
H -1.094 -0.526 0.954
C -0.234 0.167 0.494
C 3.065 -1.429 0.018
H 0.333 0.706 1.295
N -0.398 2.247 -1.035
H -0.950 2.674 -1.699
H 3.066 -1.711 -1.108
H 3.569 -0.500 0.244
C -0.709 -0.907 -2.469
H 0.779 -2.215 -1.583
C 1.594 -1.393 0.599
H 1.321 -2.407 0.706
H 1.197 0.844 3.488
H -0.694 -2.122 -0.609
O 2.623 1.836 -1.356
H -2.729 -2.262 2.327
H -1.776 -0.682 -2.198
C -1.122 1.109 -0.426

* net charge: +1
* orbital gap: 0.3608 Eh
* HOMO energy: -12.7 eV

Let us look at the natural (NBO) charges, expressed in e, one per atom:
1 H 0.256
2 O -0.968
3 H 0.486
4 H 0.500
5 H 0.476
6 H 0.443
7 H 0.186
8 C -0.244
9 H 0.475
10 H 0.480
11 O -0.894
12 O -0.922
13 H 0.501
14 H 0.190
15 H 0.254
16 H 0.245
17 H 0.439
18 N -0.477
19 H 0.231
20 H 0.240
21 C -0.269
22 C -0.629
23 H 0.197
24 N -0.682
25 H 0.425
26 H 0.220
27 H 0.202
28 C -0.633
29 H 0.208
30 C -0.215
31 H 0.200
32 H 0.464
33 H 0.189
34 O -0.954
35 H 0.450
36 H 0.210
37 C -0.276